[1]
One molecule with the formula C7H10. Source: OMol25; level of theory: ωB97M-V with the def2-TZVPD basis set.

Each line ends with the Löwdin charge.
Positions of all 17 atoms, in Å:
C 1.7445 0.0131 2.5205  0.104
C 1.5497 0.2787 1.3605  -0.137
C 1.2981 0.6721 -0.0403  -0.178
C 0.5738 -0.3610 -0.8985  -0.233
C -0.6633 -0.0138 -1.7607  -0.108
C -0.7961 -0.8162 -0.5167  -0.314
C -1.5452 -0.1111 0.5950  -0.071
H 1.9134 -0.2345 3.5465  0.023
H 0.6995 1.5887 -0.0283  0.111
H 2.2555 0.9331 -0.5008  0.117
H 1.0679 -0.7615 -1.7575  0.118
H -0.8005 -0.5708 -2.6916  0.104
H -0.9753 1.0169 -1.7985  0.101
H -1.0509 -1.8664 -0.6211  0.132
H -2.6161 -0.1943 0.3773  0.082
H -1.3422 -0.5317 1.5805  0.072
H -1.3129 0.9589 0.6337  0.077

## Properties
Gap between HOMO and LUMO   10.538 eV
LUMO   0.041 Eh
ΔE to the lowest compared entry with this formula, charge and spin   75.97 kcal/mol

---

[2]
A 13-piece molecular cluster, C15H53F3N22O14 overall. Source: OMol25; level of theory: ωB97M-V with the def2-TZVPD basis set.

Each line ends with the Löwdin charge.
Positions of all 107 atoms, in Å:
O 0.5744 -0.6482 0.4576  0.245
H -0.1101 -1.1665 0.0283  0.071
H 0.1933 -0.2887 1.2621  0.075
H 0.8807 0.0626 -0.1104  0.059
C 2.2308 0.5269 -2.3140  -0.370
O 2.1973 -0.8661 -2.2102  -0.149
O 1.0815 1.0318 -1.5989  -0.243
C 3.6673 1.0567 -1.8654  -0.571
F 4.1945 0.5999 -0.7342  0.157
F 4.5483 0.8260 -2.8374  0.136
F 3.6939 2.3710 -1.7453  0.133
C 2.7727 -1.5874 -3.2864  -0.240
C 2.8632 -3.0086 -2.6923  -0.046
H 1.8867 -3.1748 -2.2374  0.071
H 3.1683 -3.6916 -3.4852  0.081
H 3.7024 -3.0229 -1.9968  0.046
H 3.7474 -1.2105 -3.5964  0.115
H 2.0332 -1.5391 -4.0857  0.115
H 1.9796 0.5836 -3.3731  0.129
C -3.2283 3.7559 -0.9573  -0.791
O -4.1432 2.9836 -1.1480  0.037
N -2.0579 3.4568 -0.4940  0.195
N -3.3171 5.0257 -1.2485  0.170
H -1.4011 4.1871 -0.2588  0.062
H -1.8584 2.4896 -0.2824  0.098
H -4.1453 5.2965 -1.7593  0.118
H -2.7062 5.7718 -0.9481  0.110
C -3.9858 0.1087 0.7978  -0.810
O -4.8213 0.8671 1.1294  0.075
N -3.5530 -0.9411 1.4822  0.171
N -3.2781 0.3053 -0.2873  0.187
H -4.3978 -1.3280 1.8782  0.097
H -2.9134 -1.5457 0.9868  0.079
H -3.5272 1.0824 -0.8824  0.078
H -2.6320 -0.4347 -0.5217  0.037
C -1.4087 -1.5804 -2.0722  -0.768
O -1.3740 -1.5069 -0.9171  0.048
N -1.2418 -2.6602 -2.8049  0.217
N -1.3895 -0.5445 -2.8446  0.208
H -1.3359 -2.5906 -3.8081  0.126
H -1.1063 -3.4954 -2.2534  0.085
H -1.2702 0.3740 -2.4420  0.083
H -0.9557 -0.6605 -3.7493  0.111
C -3.9224 -3.8519 2.9461  -0.798
O -2.7455 -3.7200 2.6365  0.015
N -4.4739 -3.6224 4.0911  0.185
N -4.8137 -4.2695 2.1407  0.182
H -5.4782 -3.5986 4.1950  0.125
H -3.8304 -3.2713 4.7860  0.128
H -5.6681 -4.6425 2.5292  0.126
H -4.5272 -4.4730 1.1938  0.128
C -1.3948 2.5131 -4.9809  -0.831
O -2.3738 2.9286 -5.5046  0.069
N -0.5068 1.8252 -5.5917  0.174
N -1.3304 2.4397 -3.6556  0.170
H 0.3093 1.4483 -5.1314  0.105
H -0.8237 1.7777 -6.5495  0.127
H -2.1368 2.9566 -3.3351  0.101
H -0.4591 2.3602 -3.1510  0.081
C 0.5700 -2.2190 3.4362  -0.714
O 0.8044 -3.0634 2.5097  -0.017
N -0.5256 -2.2686 4.1423  0.161
N 1.2201 -1.1987 3.8620  0.188
H -0.8898 -1.4170 4.5450  0.095
H -1.1483 -2.8577 3.6081  0.067
H 2.0795 -1.0058 3.3678  0.080
H 1.0730 -0.6929 4.7238  0.133
C -1.0925 1.8513 2.7834  -0.746
O -0.4119 1.0973 2.1804  0.037
N -1.8850 1.5931 3.8329  0.190
N -1.0624 3.1071 2.5249  0.204
H -2.3837 2.3773 4.2285  0.112
H -1.8342 0.6955 4.2930  0.098
H -1.8581 3.6198 2.8770  0.123
H -0.2992 3.6060 2.0905  0.111
C -0.4830 -5.0402 -0.5654  -0.869
O -0.4136 -5.8280 -1.5206  -0.014
N 0.5760 -4.7422 0.0450  0.205
N -1.5665 -4.7587 0.0132  0.195
H 1.4686 -4.8867 -0.4051  0.123
H 0.5782 -4.3093 0.9575  0.072
H -2.4191 -4.9447 -0.4954  0.125
H -1.6428 -4.4554 0.9735  0.084
C 2.9355 2.7496 2.3552  -0.794
O 2.4116 3.3514 3.2904  0.014
N 2.3944 1.7109 1.7872  0.175
N 4.1210 2.9279 1.8990  0.180
H 1.5313 1.5529 2.2873  0.076
H 3.0927 1.0411 1.4976  0.068
H 4.3186 2.5522 0.9825  0.096
H 4.7138 3.6953 2.1814  0.122
C 4.1099 -1.7220 1.4457  -0.723
O 3.3300 -0.8741 1.8161  0.020
N 5.0841 -2.1988 2.1372  0.176
N 4.1713 -2.2415 0.2101  0.174
H 5.6207 -3.0409 1.9857  0.123
H 5.2954 -1.6380 2.9503  0.125
H 4.9569 -2.7378 -0.1856  0.113
H 3.4454 -1.8355 -0.3630  0.075
C 1.0217 5.1673 -0.5124  -0.851
O 0.1383 5.4056 0.1642  0.084
N 1.4467 3.9387 -0.6802  0.200
N 1.6080 6.0383 -1.2880  0.176
H 2.1968 3.7908 -1.3401  0.085
H 0.9021 3.2196 -0.2258  0.089
H 2.2418 5.8040 -2.0387  0.111
H 1.3761 7.0124 -1.1563  0.118

## Properties
Gap between HOMO and LUMO   8.886 eV
LUMO   0.007 Eh
ΔE to the lowest compared entry with this formula, charge and spin   110.77 kcal/mol

---

[3]
Br2H2O2Si as an isolated structure. Source: OMol25; level of theory: ωB97M-V with the def2-TZVPD basis set.

Each line ends with the Löwdin charge.
Positions of all 7 atoms, in Å:
O -0.2397 0.2550 1.1329  -0.304
O 1.2805 -0.0204 -1.7813  -0.263
Si 1.7041 -0.0388 -0.2215  -0.334
Br 2.7861 1.7775 0.2133  0.461
Br 2.6639 -1.9219 0.0832  0.468
H -0.6140 -0.4420 0.6668  -0.124
H 1.0365 -0.8041 -2.3407  0.097

## Properties
Gap between HOMO and LUMO   9.707 eV
LUMO   -0.020 Eh
ΔE to the lowest compared entry with this formula, charge and spin   75.25 kcal/mol

---

[4]
C63H50AlN2O22 as an isolated structure. Source: OMol25; level of theory: ωB97M-V with the def2-TZVPD basis set.

Each line ends with the Löwdin charge.
Positions of all 138 atoms, in Å:
C 4.1037 0.2192 1.3405  -0.127
C 2.5689 0.5391 1.4835  -0.401
N 1.8475 -0.6470 1.0142  -0.150
Al 1.3078 -0.5420 -0.8173  0.238
C 2.3759 0.9360 -1.7522  -0.246
O 2.8735 0.5623 -3.0916  -0.236
N 3.9919 1.3509 -3.2356  -0.090
O 4.9719 0.6930 -3.2445  0.019
H 4.6468 1.1730 1.1924  0.061
H 4.4882 -0.3624 2.1856  0.061
H 4.2441 -0.3515 0.4124  0.041
H 2.3029 1.4688 0.9750  0.048
H 2.4209 0.7276 2.5677  0.089
H 0.9978 -0.8110 1.5441  0.003
H 1.5027 -2.0030 -1.4870  -0.100
H -0.2838 -0.2663 -0.8441  -0.091
H 1.7620 1.8591 -1.7713  0.053
H 3.2702 1.1799 -1.1479  0.037
C -2.5666 -4.3525 -2.3381  0.024
C -2.9915 -4.9132 -3.4697  0.017
C -2.8242 -4.2324 -4.7734  -0.396
O -3.2140 -4.7441 -5.8064  0.080
C -2.1658 -2.9060 -4.7738  0.018
C -1.7402 -2.3438 -3.6427  0.034
C -1.9095 -3.0263 -2.3401  -0.383
O -1.5244 -2.5177 -1.3111  0.044
H -2.6785 -4.8302 -1.3688  0.078
H -3.4744 -5.8826 -3.4891  0.116
H -2.0526 -2.4246 -5.7368  0.118
H -1.2567 -1.3747 -3.6209  0.124
C 0.7617 3.6917 4.1942  0.032
C 0.7430 4.4999 5.2537  0.015
C 1.5915 5.7117 5.3100  -0.389
O 1.5761 6.4480 6.2781  0.087
C 2.4614 5.9945 4.1454  0.014
C 2.4792 5.1868 3.0869  0.029
C 1.6312 3.9758 3.0298  -0.366
O 1.6459 3.2414 2.0665  0.107
H 0.1488 2.8006 4.1320  0.105
H 0.1136 4.3105 6.1142  0.117
H 3.0715 6.8808 4.2033  0.089
H 3.1081 5.3762 2.2264  0.114
C -3.5816 -4.7526 2.1278  0.022
C -4.1486 -4.6274 3.3266  0.016
C -5.3210 -5.4471 3.7077  -0.370
O -5.8468 -5.3406 4.7985  0.088
C -5.8376 -6.4115 2.7081  0.022
C -5.2698 -6.5353 1.5105  0.025
C -4.0978 -5.7144 1.1319  -0.364
O -3.5767 -5.8287 0.0394  0.078
H -2.7242 -4.1625 1.8298  0.133
H -3.7841 -3.9307 4.0666  0.110
H -6.6947 -7.0027 3.0056  0.119
H -5.6328 -7.2334 0.7665  0.121
C 9.0771 -1.1413 -0.1311  0.021
C 10.1978 -1.2562 -0.8414  0.010
C 10.2250 -0.9446 -2.2885  -0.397
O 11.2492 -1.0522 -2.9348  0.086
C 8.9617 -0.5000 -2.9158  0.020
C 7.8386 -0.3843 -2.2072  0.037
C 7.8110 -0.6951 -0.7585  -0.368
O 6.7940 -0.5898 -0.1071  0.122
H 9.0374 -1.3651 0.9275  0.120
H 11.1321 -1.5797 -0.4000  0.116
H 9.0021 -0.2771 -3.9743  0.120
H 6.9049 -0.0627 -2.6480  0.087
C -7.8078 -2.1113 7.2913  0.020
C -6.8737 -2.6175 6.4872  0.030
C -5.9660 -1.7354 5.7202  -0.369
O -5.1176 -2.1958 4.9872  0.109
C -6.1319 -0.2728 5.8795  0.027
C -7.0660 0.2319 6.6836  0.019
C -7.9748 -0.6494 7.4516  -0.393
O -8.8250 -0.1891 8.1860  0.098
H -8.4822 -2.7383 7.8604  0.120
H -6.7343 -3.6833 6.3557  0.105
H -5.4571 0.3542 5.3102  0.122
H -7.2035 1.2978 6.8132  0.121
C -2.5008 0.6343 1.0605  0.024
C -3.3320 0.5571 0.0245  0.023
C -4.3398 1.6049 -0.2285  -0.377
O -5.0950 1.5359 -1.1793  0.083
C -4.3955 2.7463 0.7145  0.018
C -3.5658 2.8236 1.7532  0.019
C -2.5513 1.7724 2.0047  -0.370
O -1.7936 1.8486 2.9507  0.096
H -1.7544 -0.1257 1.2524  0.109
H -3.3029 -0.2679 -0.6759  0.115
H -5.1407 3.5054 0.5110  0.118
H -3.5902 3.6497 2.4532  0.118
C -5.2382 1.6752 -4.5617  0.026
C -5.6024 2.8882 -4.1494  0.018
C -5.4155 4.0786 -5.0077  -0.389
O -5.7445 5.1861 -4.6326  0.094
C -4.8105 3.8713 -6.3432  0.017
C -4.4462 2.6589 -6.7558  0.019
C -4.6331 1.4675 -5.8963  -0.385
O -4.3031 0.3630 -6.2746  0.102
H -5.3656 0.7943 -3.9458  0.119
H -6.0443 3.0574 -3.1761  0.111
H -4.6821 4.7540 -6.9566  0.118
H -4.0012 2.4877 -7.7277  0.119
C 6.7770 7.0687 2.7788  0.028
C 7.8913 6.9463 2.0602  0.024
C 7.9154 7.2836 0.6189  -0.388
O 8.9296 7.1717 -0.0360  0.110
C 6.6552 7.7626 0.0069  0.025
C 5.5409 7.8850 0.7259  0.027
C 5.5181 7.5485 2.1666  -0.370
O 4.5029 7.6616 2.8237  0.084
H 6.7386 6.8264 3.8332  0.124
H 8.8217 6.5980 2.4900  0.123
H 6.6928 8.0041 -1.0475  0.123
H 4.6100 8.2324 0.2963  0.124
C -0.8750 -9.6043 3.7629  0.017
C -1.2257 -8.3874 4.1746  0.022
C -1.1032 -7.2123 3.2828  -0.377
O -1.4218 -6.1029 3.6564  0.105
C -0.5790 -7.4388 1.9171  0.031
C -0.2284 -8.6564 1.5057  0.026
C -0.3504 -9.8318 2.3968  -0.391
O -0.0337 -10.9424 2.0237  0.101
H -0.9561 -10.4761 4.3995  0.120
H -1.6120 -8.2012 5.1689  0.121
H -0.4980 -6.5665 1.2799  0.130
H 0.1574 -8.8419 0.5116  0.125
C 1.8703 2.2100 -5.9842  0.035
C 2.9708 2.0840 -6.7248  0.026
C 2.9663 2.4096 -8.1677  -0.391
O 3.9670 2.2947 -8.8463  0.096
C 1.6932 2.8822 -8.7592  0.014
C 0.5929 3.0083 -8.0203  0.015
C 0.5973 2.6824 -6.5752  -0.383
O -0.4071 2.8007 -5.9049  0.105
H 1.8557 1.9747 -4.9264  0.106
H 3.9098 1.7406 -6.3095  0.117
H 1.7103 3.1159 -9.8162  0.117
H -0.3466 3.3513 -8.4353  0.116

## Properties
Gap between HOMO and LUMO   3.911 eV
LUMO   -0.017 Eh
Total charge   -1

---

[5]
CH2O3P2 as an isolated structure. Source: OMol25; level of theory: ωB97M-V with the def2-TZVPD basis set.

Each line ends with the Löwdin charge.
Positions of all 8 atoms, in Å:
C 2.4474 0.9018 0.7312  -0.101
O 3.1278 0.9659 -0.1878  0.014
O 0.5708 -0.1456 -1.3278  -0.430
O -0.6455 -1.0525 0.5748  -0.831
P 0.8682 -0.7220 -0.0512  0.753
P -2.1738 -0.6968 -0.0033  0.740
H -1.7555 0.4566 -0.9066  -0.080
H -2.4394 0.2926 1.1707  -0.066

## Properties
Gap between HOMO and LUMO   9.076 eV
LUMO   -0.030 Eh
ΔE to the lowest compared entry with this formula, charge and spin   36.40 kcal/mol